Record 1
Here is a structure of composition C14H26MgO8S4 in a non-equilibrium geometry from the Open Molecules 2025 dataset. Energies are from ωB97M-V/def2-TZVPD.

The geometry in XYZ format:
```
53
Properties=species:S:1:pos:R:3:mulliken_charge:R:1
Mg 0.3096 -0.0611 -0.1349 1.31
C 4.7256 1.7985 -3.1808 -0.58
C 6.0135 2.3714 -3.0175 0.41
C 6.6283 2.3890 -1.5755 0.31
O 7.7820 2.8228 -1.3185 -0.61
C 5.6989 1.9097 -0.4078 -0.58
C 4.5229 1.3571 -0.6860 0.48
C 4.0454 1.2629 -2.1360 0.59
O 2.9554 0.7531 -2.5521 -0.67
O 3.7741 1.0041 0.3495 -0.69
O 6.6938 2.6570 -4.0213 -0.64
H 4.3477 1.7211 -4.1896 0.41
H 5.9445 2.1049 0.6257 0.39
C -3.6993 1.0151 4.1044 -0.97
S -2.8727 -0.6846 3.7806 0.45
O -1.7187 -0.4080 2.8181 -0.61
C -2.2435 -0.7613 5.4761 -0.96
H -3.2201 1.7691 4.7289 0.35
H -4.7692 0.8078 4.1239 0.32
H -3.5513 1.6277 3.2150 0.34
H -2.9395 -1.0124 6.2765 0.36
H -1.7443 0.1865 5.6776 0.30
H -1.3313 -1.3579 5.4751 0.37
C -5.0545 -0.8192 -2.9269 -0.97
S -3.7296 -2.0748 -2.5072 0.47
O -2.8143 -1.2784 -1.6816 -0.58
C -4.7284 -3.0986 -1.3908 -0.87
H -4.5790 -0.0260 -3.5038 0.33
H -5.5413 -0.5329 -1.9946 0.29
H -5.7637 -1.2034 -3.6600 0.37
H -4.2216 -4.0385 -1.1722 0.31
H -5.5688 -3.3567 -2.0352 0.34
H -5.0679 -2.5121 -0.5370 0.28
C 1.0854 -5.7657 -1.2849 -0.93
S 1.5525 -5.0286 0.4064 0.45
O 0.9327 -3.6063 0.3123 -0.58
C 0.2966 -6.0441 1.3115 -0.87
H 1.6318 -5.1693 -2.0156 0.31
H 0.0304 -5.6558 -1.5358 0.29
H 1.1892 -6.8461 -1.3853 0.38
H 0.3324 -5.9849 2.3993 0.32
H 0.4652 -7.1024 1.1123 0.35
H -0.6852 -5.7562 0.9355 0.24
C 0.3974 5.5020 -1.4955 -1.03
S -0.4834 4.7594 -0.0780 0.42
O -0.2291 3.2829 -0.1890 -0.59
C 0.7797 5.4869 1.0890 -0.84
H 0.4598 6.5852 -1.6003 0.41
H -0.3761 5.2737 -2.2287 0.32
H 1.2772 4.9500 -1.8261 0.37
H 1.3762 6.3309 0.7427 0.32
H 1.4391 4.6514 1.3241 0.28
H 0.2453 5.8050 1.9842 0.30
```

Values from the calculation:
- Lowest unoccupied orbital energy: -3.28 eV
- Highest occupied orbital energy: -6.4 eV
- Orbital gap: 3.1 eV

---

Record 2
Here is the molecule C19H18N6 in a non-equilibrium geometry from the Open Molecules 2025 dataset. Energies are from ωB97M-V/def2-TZVPD.

The geometry in XYZ format:
```
43
Properties=species:S:1:pos:R:3:mulliken_charge:R:1
N -4.5630 5.3405 2.0266 -0.55
C -3.9261 4.6420 1.3070 0.03
C -3.1287 3.7978 0.4875 0.51
C -1.7242 3.9371 0.4986 -0.99
C -0.9519 2.9797 -0.1934 -0.41
C -1.5523 1.8997 -0.8608 0.53
C -2.9275 1.7931 -0.8912 0.72
C -3.7323 2.7653 -0.2477 -0.83
C -3.3760 0.5873 -1.7015 -0.53
C -2.0502 -0.2241 -1.8733 -0.80
N -0.9889 0.7986 -1.4978 -0.01
C 0.4494 0.5087 -1.3117 -0.42
C 0.9920 -0.4604 -2.3523 -0.98
C 2.2803 -0.9323 -1.7445 -0.49
N 1.9466 -0.9534 -0.2971 0.05
C 2.3668 -1.9897 0.5757 -0.22
N 3.2380 -2.9208 0.0957 -0.01
C 3.6673 -3.9547 0.8882 -0.11
N 3.3291 -4.1444 2.1430 -0.51
C 2.4876 -3.1634 2.6810 -0.20
N 2.0841 -3.1207 3.9214 -0.73
C 1.2909 -1.9784 4.0142 -0.54
C 1.2310 -1.3362 2.8424 -0.43
C 2.0120 -2.0618 1.9017 1.50
C 0.8178 -0.0758 0.0098 -0.83
H -1.2931 4.8345 0.9805 0.40
H 0.1336 3.0582 -0.0941 0.30
H -4.8090 2.5936 -0.2975 0.43
H -4.1388 0.0172 -1.1315 0.39
H -3.7102 0.9299 -2.7091 0.29
H -2.0276 -1.0573 -1.1940 0.34
H -1.9455 -0.6054 -2.8869 0.33
H 1.0219 1.4208 -1.4270 0.31
H 0.3148 -1.3250 -2.4835 0.41
H 1.1715 0.0506 -3.3027 0.32
H 3.0938 -0.2182 -1.9509 0.12
H 2.5453 -1.9506 -2.1644 0.40
H 3.5515 -2.8560 -0.8555 0.16
H 4.3572 -4.6626 0.4015 0.32
H 0.8348 -1.6559 4.9381 0.43
H 0.5760 -0.4502 2.6669 0.36
H 1.0738 0.7694 0.6918 0.35
H -0.0217 -0.6269 0.3968 0.60
```

Values from the calculation:
- Lowest unoccupied orbital energy: 0.02 eV
- Highest occupied orbital energy: -7.9 eV
- Orbital gap: 7.9 eV
- SMILES string: N#Cc1ccc2c(c1)CCN2[C@@H]1CCN(c2[nH]cnc3nccc2-3)C1

---

Record 3
Here is the ion C6H15N2 with charge +1 in a non-equilibrium geometry from the Open Molecules 2025 dataset. Energies are from ωB97M-V/def2-TZVPD.

The geometry in XYZ format:
```
23
Properties=species:S:1:pos:R:3:mulliken_charge:R:1
C 1.8763 -1.1095 -0.7285 -1.76
C 0.5260 -0.9523 -0.1018 0.43
C -0.5509 -1.6817 -0.4940 0.04
N -0.6635 -2.3616 -1.6800 -0.48
C 0.5264 0.1874 0.9309 -1.14
C -0.4194 1.2582 0.3958 0.17
C -1.7083 1.2909 1.1782 -1.52
N 0.3545 2.6975 0.4242 -0.35
H 2.1806 -2.1317 -0.5520 0.37
H 1.8534 -0.9581 -1.8784 0.29
H 2.6511 -0.4862 -0.4222 0.46
H -1.4385 -1.7330 0.2146 0.30
H -1.2835 -3.0942 -1.6896 0.24
H 0.1798 -2.6071 -2.1595 0.21
H 1.5136 0.5240 1.3327 0.62
H 0.1719 -0.0158 1.9458 0.44
H -0.5011 1.1107 -0.7407 0.35
H -2.1798 2.2120 1.1738 0.51
H -1.4443 1.2876 2.2393 0.44
H -2.4513 0.5030 0.8623 0.29
H 1.3814 2.6778 0.2046 0.36
H 0.2409 3.0141 1.3336 0.34
H -0.2107 3.3874 -0.1581 0.38
```

Values from the calculation:
- Lowest unoccupied orbital energy: -3.47 eV
- Net charge: +1
- Highest occupied orbital energy: -11.1 eV
- Orbital gap: 7.6 eV
- SMILES string: C/C(=C\N)C[C@@H](C)[NH3+]

---

Record 4
Here is a structure of composition C36H43CoN2OP2SSi from the Open Molecules 2025 dataset. Energies are from ωB97M-V/def2-TZVPD.

The geometry in XYZ format:
```
87
Properties=species:S:1:pos:R:3:mulliken_charge:R:1
Co 0.2454 0.1981 -0.2562 0.59
C 5.3030 -2.9075 2.5666 -0.67
S 4.1831 -2.5312 3.9400 -0.04
C 2.7066 -3.4993 3.4581 -0.92
C 1.4231 -2.6749 3.5402 -0.32
C 1.3544 -1.6529 2.4045 -0.86
N 0.2296 -0.6698 2.5246 0.54
P -1.0676 -1.2614 1.4472 0.44
C -1.6220 -2.6611 2.5046 0.33
C -1.8578 -3.9163 1.9592 -0.66
C -2.2798 -4.9660 2.7667 -0.69
C -2.4642 -4.7658 4.1244 -0.63
C -2.2196 -3.5140 4.6794 -0.64
C -1.8027 -2.4691 3.8746 0.13
C -2.5583 -0.1707 1.5895 0.67
C -3.6915 -0.4505 2.3543 -0.40
C -4.8343 0.3283 2.2408 -0.77
C -4.8822 1.3856 1.3472 -0.62
C -3.7817 1.6527 0.5484 -0.73
C -2.6481 0.8677 0.6570 0.07
P 0.6729 0.8923 1.8646 -0.49
C -0.4321 1.9885 2.8509 0.80
C -0.8952 3.1609 2.2639 -0.29
C -1.7340 4.0152 2.9645 -0.56
C -2.1219 3.7004 4.2576 -0.62
C -1.6520 2.5386 4.8555 -0.80
C -0.8046 1.6922 4.1588 -0.14
C 2.2222 1.2872 2.7567 0.58
C 3.1487 2.0862 2.0929 -0.61
C 4.3326 2.4541 2.7159 -0.50
C 4.6048 2.0101 4.0005 -0.70
C 3.6877 1.2065 4.6640 -0.78
C 2.4984 0.8529 4.0500 0.25
H 6.2546 -2.4392 2.8093 0.37
H 4.9189 -2.4939 1.6373 0.09
H 5.4378 -3.9836 2.4788 0.31
H 2.6528 -4.3558 4.1286 0.48
H 2.8744 -3.8593 2.4415 0.34
H 1.3790 -2.1729 4.5109 0.19
H 0.5797 -3.3611 3.4890 -0.09
H 1.2871 -2.1955 1.4544 0.24
H 2.3016 -1.1147 2.3918 0.56
H -1.7029 -4.0751 0.8980 0.48
H -2.4589 -5.9434 2.3368 0.42
H -2.8016 -5.5795 4.7537 0.39
H -2.3517 -3.3570 5.7426 0.43
H -1.6075 -1.4932 4.2989 0.22
H -3.7015 -1.2789 3.0463 0.39
H -5.6976 0.0959 2.8517 0.43
H -5.7780 1.9886 1.2681 0.39
H -3.8109 2.4621 -0.1707 0.46
H -1.8052 1.0649 0.0028 0.24
H -0.6051 3.3890 1.2430 0.32
H -2.0925 4.9263 2.5011 0.45
H -2.7871 4.3588 4.8020 0.39
H -1.9418 2.2963 5.8709 0.43
H -0.4327 0.7911 4.6280 0.11
H 2.9344 2.4070 1.0793 0.37
H 5.0465 3.0804 2.1960 0.43
H 5.5331 2.2855 4.4844 0.40
H 3.9032 0.8448 5.6612 0.43
H 1.7937 0.2185 4.5711 0.23
O 0.0010 1.8492 -1.4051 -0.51
N 0.1660 1.9162 -2.6952 0.20
C 1.0015 2.8356 -3.2162 -0.10
C 1.1804 2.9467 -4.5743 -0.70
C 0.5001 2.0921 -5.4317 -0.27
C -0.3254 1.1276 -4.8726 -0.85
C -0.4792 1.0560 -3.5084 -0.20
H 1.5074 3.4470 -2.4852 0.41
H 1.8669 3.6872 -4.9579 0.42
H 0.6046 2.1746 -6.5036 0.40
H -0.8452 0.4160 -5.4980 0.44
H -1.0850 0.3188 -3.0029 0.57
C 2.9530 0.1227 -2.5386 -1.28
Si 1.7008 -0.9841 -1.5661 0.19
C 2.8773 -2.2471 -0.7113 -0.99
C 0.9888 -2.0497 -3.0179 -1.14
H 3.7884 -0.4840 -2.8994 0.46
H 3.3654 0.9276 -1.9234 0.25
H 2.4782 0.5821 -3.4114 0.26
H 3.5347 -2.7118 -1.4517 0.63
H 2.3278 -3.0468 -0.2083 0.31
H 3.4996 -1.7427 0.0322 -0.16
H 1.8094 -2.5384 -3.5550 0.34
H 0.4448 -1.4342 -3.7394 0.17
H 0.3063 -2.8292 -2.6703 0.30
```

Values from the calculation:
- Lowest unoccupied orbital energy (spin up / spin down): -0.09 / -0.09 eV
- Highest occupied orbital energy (spin up / spin down): -5.9 / -5.9 eV
- Orbital gap (spin up / spin down): 5.8 / 5.8 eV

---

Record 5
Here is a cluster of 14 separate species, H28O14 in total in a non-equilibrium geometry from the Open Molecules 2025 dataset. Energies are from ωB97M-V/def2-TZVPD.

The geometry in XYZ format:
```
42
Properties=species:S:1:pos:R:3:mulliken_charge:R:1
O 2.4993 -3.4875 1.1765 -0.59
H 1.7103 -2.9839 1.2376 0.31
H 2.8960 -3.2415 0.3312 0.30
O -0.7176 -2.1233 3.4983 -0.69
H 0.1234 -2.4546 3.1230 0.33
H -1.3473 -2.8300 3.6759 0.31
O 0.7391 -2.7295 -0.4783 -0.54
H -0.0716 -3.0484 -0.7668 0.28
H 0.9582 -2.0756 -0.9868 0.23
O -4.0478 -0.9649 -1.5794 -0.63
H -3.2941 -0.3465 -1.4444 0.33
H -3.8319 -1.1341 -2.5021 0.30
O 0.0690 1.0634 -0.2236 -0.58
H -0.7653 1.1055 -0.8555 0.41
H -0.0162 1.3423 0.6134 0.20
O -3.4638 1.7459 2.0676 -0.61
H -2.8062 1.0626 2.6369 0.43
H -2.9498 2.2505 1.6426 0.21
O 0.1132 -1.6467 -4.0049 -0.65
H 0.0542 -1.5955 -5.0882 0.32
H 0.8796 -1.2941 -3.7912 0.28
O -0.2046 1.8466 -2.9033 -0.66
H 0.4057 1.8179 -2.2334 0.37
H -0.5271 0.9381 -3.1433 0.33
O 1.7297 2.2601 -4.7263 -0.56
H 2.1280 2.0742 -3.9106 0.31
H 1.0279 1.7549 -4.9109 0.26
O -1.2737 -0.5481 -1.8780 -0.44
H -1.2623 -0.6526 -0.9693 0.37
H -0.5608 -1.1514 -2.1879 0.04
O 3.6756 0.1445 2.7773 -0.58
H 4.4856 0.5122 3.1520 0.31
H 2.9790 0.4273 3.3354 0.28
O -0.7121 2.7442 4.1411 -0.67
H 0.2622 2.6687 4.4041 0.32
H -1.2096 2.1750 4.8775 0.34
O -1.5569 0.0927 2.4505 -0.63
H -0.9862 0.5159 3.0094 0.25
H -1.3919 -0.8065 2.5072 0.41
O 2.4520 2.1621 -0.8929 -0.67
H 2.0610 2.9963 -0.6544 0.30
H 1.7479 1.4132 -0.5261 0.36
```

Values from the calculation:
- Lowest unoccupied orbital energy: -0.51 eV
- Highest occupied orbital energy: -10.2 eV
- Orbital gap: 9.7 eV

---

Computed energy relative to the best compared isomer or geometry (same formula, charge and spin) (kcal per mole) in order:
288.1 41.4 61.2 23.7 152.6